A:
The following is a DFT calculation (the ωB97M-V functional and the def2-TZVPD basis) of a structure of composition C5H9N4.

- HOMO level (eV) = -14.54
- multiplicity = 1
- total charge = +1
- orbital gap (eV) = 9.88

Geometry (Å):
1 C -1.47940 1.21965 -0.31032
2 C -1.42098 -1.29941 -0.27075
3 C 1.29318 1.28890 0.14997
4 C 1.25898 -1.21098 0.08913
5 C -0.58890 0.01683 0.84850
6 N -1.92077 -0.00257 0.32774
7 N -0.17261 1.28137 0.46678
8 N -0.14626 -1.19285 0.42751
9 N 1.90788 -0.00596 0.34391
10 H -1.44515 0.98107 -1.44818
11 H -2.08518 2.13888 -0.04889
12 H -1.91887 -2.26931 0.05097
13 H -1.51910 -1.20551 -1.28951
14 H 1.32564 1.60364 -0.94705
15 H 1.63800 2.11051 0.72665
16 H 1.76183 -1.97704 0.61813
17 H 1.17160 -1.50499 -0.93201
18 H 2.34010 0.02776 1.19743

B:
The following is a DFT calculation (the ωB97M-V functional and the def2-TZVPD basis) of the ion C5H9N4 with charge +1.

- HOMO level (eV) = -15.29
- multiplicity = 1
- total charge = +1
- orbital gap (eV) = 8.87
- structure (SMILES) = CC(C)C1=NNN=[N+]=C1

Geometry (Å):
1 C -1.70832 -0.85470 -0.57380
2 C -0.90282 0.44877 -0.42477
3 C -1.39665 0.98786 0.92491
4 C 0.43814 -0.14703 -0.28207
5 N 1.56402 1.25977 -0.41011
6 N 2.73669 0.90693 -0.28684
7 N 3.23474 -0.27424 0.13854
8 N 2.41796 -1.21134 0.41214
9 C 1.15220 -1.24407 0.09532
10 H -1.50520 -1.56566 -1.42566
11 H -2.80058 -0.77490 -0.75264
12 H -1.66820 -1.48154 0.29717
13 H -0.79005 1.00358 -1.35994
14 H -1.48382 2.08181 0.96711
15 H -0.79846 0.87840 1.80765
16 H -2.37742 0.59407 1.06147
17 H 3.37903 1.61238 -0.40102
18 H 0.50877 -2.22009 0.21253

Which is most stable? The ranking, best first, is A, B.

A:
The following is a DFT calculation (the ωB97M-V functional and the def2-TZVPD basis) of a structure of composition C7H16O2.

- HOMO level (eV) = -8.24
- multiplicity = 1
- orbital gap (eV) = 9.11

Geometry (Å):
1 C 2.50227 0.00521 -0.07448
2 C 1.20176 0.57171 0.45382
3 C 0.91179 1.90484 0.36504
4 O 3.60964 0.45400 0.67907
5 O 2.42269 -1.40328 -0.03433
6 H 3.27717 -1.75328 -0.31281
7 H 3.42525 0.29430 1.61351
8 H 2.70233 0.36877 -1.08951
9 H 0.88523 0.04403 1.34657
10 H 0.42536 2.43536 1.16766
11 H 1.31473 2.50345 -0.44112
12 C -1.58745 -0.51520 0.29705
13 C -2.60703 -1.44829 -0.28741
14 C -0.20151 -0.46742 -1.14657
15 C -1.99880 0.87756 0.54526
16 H -1.02036 -0.97002 1.10351
17 H -1.14703 1.57193 0.29485
18 H -2.83994 1.18982 -0.07412
19 H -3.38144 -1.67459 0.45222
20 H -3.09344 -1.00205 -1.15621
21 H -2.15625 -2.39273 -0.59478
22 H -0.97411 -0.10660 -1.82256
23 H -0.09402 -1.54453 -1.21831
24 H 0.63534 -0.01630 -1.66763
25 H -2.21219 1.07331 1.60126

B:
The following is a DFT calculation (the ωB97M-V functional and the def2-TZVPD basis) of a structure of composition C7H16O2.

- HOMO level (eV) = -8.99
- multiplicity = 1
- orbital gap (eV) = 9.12

Geometry (Å):
1 C 1.07696 0.61625 -1.52187
2 C 0.76277 0.81295 -2.98443
3 C -0.57238 1.49560 -0.67701
4 C -0.51454 2.82327 -0.52872
5 O 1.17941 -0.58937 -1.09477
6 H 0.94677 -0.51292 0.21287
7 H 1.77259 1.36086 -1.10654
8 H -1.46489 1.05893 -1.12301
9 H 1.61342 0.43596 -3.55975
10 H -0.12011 0.23887 -3.26670
11 H 0.60899 1.86373 -3.22462
12 H -1.30946 3.49687 -0.83637
13 H 0.36749 3.29913 -0.10831
14 C -0.38048 -0.97075 1.83633
15 C 0.47025 -1.92709 2.66225
16 C -1.30646 -1.70699 0.87141
17 O 0.49758 -0.06989 1.14208
18 H -0.08537 0.79689 0.31208
19 H -0.97989 -0.34849 2.50945
20 H -1.92522 -1.00366 0.31324
21 H -0.72456 -2.28782 0.15373
22 H 1.07961 -2.55219 2.00592
23 H 1.13456 -1.36978 3.32290
24 H -0.16197 -2.57789 3.26963
25 H -1.96508 -2.38248 1.42020

Which is most stable? The ranking, best first, is B, A.

A:
The following is a DFT calculation (the ωB97M-V functional and the def2-TZVPD basis) of an isolated molecule of C3H7NOS2.

- HOMO level (eV) = -9.33
- multiplicity = 1
- orbital gap (eV) = 9.69
- structure (SMILES) = O=CNCCSS

Geometry (Å):
1 O -0.17641 -0.33721 3.28214
2 C -0.08949 -0.87447 2.20861
3 N 0.76905 -0.51711 1.21047
4 C 0.57754 -0.97496 -0.15094
5 C 0.22708 0.15032 -1.12066
6 S -1.34252 0.94164 -0.55859
7 S -1.22946 2.81120 -1.43278
8 H -0.71032 -1.74913 1.92081
9 H 1.09920 0.43737 1.28106
10 H -0.19587 -1.74115 -0.19965
11 H 1.52137 -1.35891 -0.52319
12 H 0.91600 0.99349 -1.09673
13 H 0.16676 -0.18307 -2.14652
14 H -1.53291 2.40198 -2.67403

B:
The following is a DFT calculation (the ωB97M-V functional and the def2-TZVPD basis) of an isolated molecule of C3H7NOS2.

- HOMO level (eV) = -8.67
- multiplicity = 1
- orbital gap (eV) = 9.31

Geometry (Å):
1 C 0.12694 0.11426 -1.25785
2 C 0.87869 0.84602 -0.16998
3 C -0.95060 -0.19610 1.61686
4 N 0.66142 -0.69638 -2.02589
5 O 1.34085 -1.40712 1.24121
6 S 2.26016 -1.28938 -1.88330
7 S 0.88546 -0.07356 1.49194
8 H -0.85557 0.15188 -1.53440
9 H -1.26931 0.82418 1.28408
10 H 1.92026 0.72079 -0.38515
11 H 0.62870 1.92737 -0.05539
12 H -1.21713 -0.30856 2.67830
13 H -1.36907 -0.95647 1.09278
14 H 1.97252 -2.03044 -2.98264

Which is most stable? The ranking, best first, is A, B.

A:
The following is a DFT calculation (the ωB97M-V functional and the def2-TZVPD basis) of an isolated molecule of C3H7NOS2.

- HOMO level (eV) = -9.09
- multiplicity = 1
- orbital gap (eV) = 9.56
- structure (SMILES) = N[C@@H](C=O)CSS

Geometry (Å):
1 N 0.27917 -1.37955 -0.72318
2 C 0.61972 -0.54213 0.38690
3 C 2.02116 0.03649 0.26940
4 O 2.41589 0.96566 0.91780
5 C -0.35044 0.64662 0.56690
6 S -2.10351 0.09265 0.67600
7 S -3.07817 1.59098 -0.35352
8 H 0.27951 -2.36684 -0.58749
9 H 0.15923 -0.91581 -1.60094
10 H 0.57514 -1.13466 1.30608
11 H 2.69110 -0.45453 -0.45458
12 H -0.14478 1.19312 1.47694
13 H -0.30494 1.26428 -0.31839
14 H -3.05909 1.00370 -1.56191

B:
The following is a DFT calculation (the ωB97M-V functional and the def2-TZVPD basis) of a structure of composition C3H7NOS2.

- HOMO level (eV) = -8.75
- multiplicity = 1
- orbital gap (eV) = 8.34

Geometry (Å):
1 C -2.89994 0.53765 0.13261
2 C -0.62472 0.29439 -0.35371
3 C 2.16259 -0.26325 0.01838
4 H -3.83215 -0.09614 -0.53448
5 H -2.85660 0.71237 1.40566
6 H -2.49627 1.47704 -0.47339
7 H -0.69760 0.69262 -1.35963
8 H -0.23460 1.00828 0.53885
9 H 3.15140 -2.37048 0.73186
10 H 3.91983 -0.72776 0.16513
11 N 3.04301 -1.24746 -0.01084
12 O -1.81698 -0.35408 0.03894
13 S 0.51420 -1.04430 -0.22958
14 S 2.66784 1.38112 -0.06979

Which is most stable? The ranking, best first, is A, B.

A:
The following is a DFT calculation (the ωB97M-V functional and the def2-TZVPD basis) of a cluster of 5 separate species, H12NO4 in total.

- HOMO level (eV) = -15.06
- multiplicity = 1
- total charge = +1
- orbital gap (eV) = 11.85

Geometry (Å):
1 N -0.20635 -0.22898 -0.52494
2 H 0.29953 0.25940 -1.26884
3 H -0.76670 -1.03585 -0.78440
4 H 0.57242 -0.57226 0.04439
5 H -0.77226 0.31419 0.19058
6 H 0.26340 1.00953 4.42902
7 H -0.59324 -0.18891 4.80807
8 O -0.09238 0.18373 4.07399
9 H 3.04282 -2.11538 -1.58340
10 H 1.93348 -2.40641 -2.57407
11 O 2.16073 -2.49846 -1.65521
12 H -0.41510 2.22327 -4.27628
13 H -0.98089 1.15938 -3.45730
14 O -0.17230 1.65159 -3.50580
15 H -0.80424 0.46076 2.44775
16 H -2.15832 1.04590 1.99394
17 O -1.31058 0.73849 1.64250

B:
The following is a DFT calculation (the ωB97M-V functional and the def2-TZVPD basis) of a cluster of 5 separate species, H12NO4 in total.

- HOMO level (eV) = -15.27
- multiplicity = 1
- total charge = +1
- orbital gap (eV) = 12.35

Geometry (Å):
1 N -0.13311 0.09867 0.02219
2 H 0.25935 -0.76610 -0.37655
3 H 0.25730 0.96130 -0.36391
4 H -1.14074 -0.08497 0.07008
5 H 0.09184 -0.14740 1.00014
6 H 2.60095 2.04800 -0.02024
7 H 1.79168 3.07416 -0.71965
8 O 1.70784 2.18629 -0.38153
9 H -0.15213 1.00827 3.67493
10 H -0.33982 2.19335 2.73092
11 O 0.04311 1.31483 2.78377
12 H -2.06180 -2.78234 0.01301
13 H -2.73526 -2.10780 -1.22451
14 O -2.17590 -1.95455 -0.45467
15 H 1.05878 -1.19493 -2.78997
16 H 0.37474 -2.39121 -1.93711
17 O 0.55317 -1.45555 -2.02691

Which is most stable? The ranking, best first, is B, A.

A:
The following is a DFT calculation (the ωB97M-V functional and the def2-TZVPD basis) of a structure of composition C5H6FN.

- HOMO level (eV) = -9.10
- multiplicity = 1
- orbital gap (eV) = 10.24

Geometry (Å):
1 C 1.18989 0.44665 0.04969
2 C 0.11214 0.14072 1.06454
3 C -0.08283 0.57170 -0.84678
4 C -0.62899 -0.86168 -0.90322
5 C -0.52640 -1.14100 0.39084
6 H 1.64538 1.39268 0.06739
7 H 0.32148 0.13406 2.08924
8 H -1.69203 0.96289 0.45647
9 H -0.06554 1.12358 -1.82555
10 H -1.07174 -1.47591 -1.68079
11 H -0.61078 -1.98627 1.05842
12 N -0.70027 1.20188 0.41121
13 F 2.10969 -0.50930 -0.33147

B:
The following is a DFT calculation (the ωB97M-V functional and the def2-TZVPD basis) of a cluster of 2 separate species, C5H6FN in total.

- HOMO level (eV) = -9.10
- multiplicity = 1
- orbital gap (eV) = 9.51
- structure (SMILES) = N=C=CF.C#CC

Geometry (Å):
1 N -3.77297 -0.97904 -1.47880
2 C -3.15092 -0.35967 -0.62697
3 C -2.84956 0.21678 0.49224
4 F -3.69636 1.40540 0.65662
5 H -3.51342 -1.04530 -2.34064
6 H -1.98092 0.17112 1.18440
7 C 0.04089 1.05342 0.43851
8 C 0.49259 -0.10514 0.37092
9 C 0.42223 -1.14770 -0.47912
10 H -0.47624 1.95646 0.72318
11 H 0.35966 -0.81908 -1.55762
12 H 1.17953 -1.95152 -0.36193
13 H -0.53119 -1.73558 -0.24174

C:
The following is a DFT calculation (the ωB97M-V functional and the def2-TZVPD basis) of an isolated molecule of C5H6FN.

- HOMO level (eV) = -8.27
- multiplicity = 1
- orbital gap (eV) = 9.26
- structure (SMILES) = Cc1c[nH]c(F)c1

Geometry (Å):
1 C 0.57299 -1.39229 1.24943
2 C 0.11471 -0.32234 0.25931
3 C -0.30718 -0.54047 -1.01715
4 N -0.67846 0.70565 -1.51246
5 C -0.36710 1.65076 -0.59816
6 F -0.55996 2.94947 -0.85611
7 C 0.08330 1.08776 0.53368
8 H -0.26279 -1.70812 1.96204
9 H 0.94935 -2.30690 0.74433
10 H 1.41463 -0.98057 1.81654
11 H -0.37308 -1.47286 -1.62981
12 H -1.06642 0.82643 -2.44116
13 H 0.47999 1.50348 1.48951

Which is most stable? The ranking, best first, is C, A, B.